#1
Entry from the Open Molecules 2025 dataset: an isolated ion of composition C5H8N3 and charge +1 (the ωB97M-V functional and the def2-TZVPD basis).

Geometry as XYZ:
```
16
Properties=species:S:1:pos:R:3:nbo_charge:R:1
C -0.262 1.832 0.212 -0.686
C -0.253 0.444 0.642 0.221
C -1.402 -0.446 0.656 -0.301
C -2.602 -0.404 -0.097 0.198
N -3.406 -0.540 -0.927 -0.201
N 1.032 -0.120 0.827 -0.543
C 1.563 -0.889 -0.060 0.409
N 1.061 -1.393 -1.190 -0.736
H 0.676 2.071 -0.197 0.228
H -0.418 2.438 1.105 0.265
H -1.070 2.007 -0.505 0.271
H -1.184 -1.322 1.369 0.265
H 1.568 0.327 1.617 0.457
H 2.666 -0.991 0.071 0.242
H 0.190 -1.207 -1.781 0.474
H 1.842 -1.805 -1.743 0.436
```

Summary:
Net charge: +1
Gap between HOMO and LUMO in eV: 9.148

#2
Entry from the Open Molecules 2025 dataset: an isolated ion of composition C5H8N3 and charge +1 (the ωB97M-V functional and the def2-TZVPD basis).

Geometry as XYZ:
```
16
Properties=species:S:1:pos:R:3:nbo_charge:R:1
C 2.247 -0.292 0.289 -0.419
N 0.899 0.200 0.292 -0.549
C 0.291 0.988 -0.511 0.357
N -0.871 1.503 -0.384 -0.492
C -1.946 1.436 0.379 0.214
C -2.758 0.314 0.542 -0.561
C -2.488 -0.846 -0.176 0.640
N -2.241 -1.874 -0.705 -0.492
H 2.486 -0.368 -0.752 0.223
H 2.934 0.385 0.950 0.231
H 2.286 -1.348 0.827 0.232
H 0.361 -0.112 1.062 0.398
H 0.779 1.304 -1.522 0.219
H -2.081 2.406 0.944 0.249
H -3.687 0.294 1.140 0.303
H -1.857 -2.691 -0.897 0.448
```

Summary:
Net charge: +1
Gap between HOMO and LUMO in eV: 9.131

#3
Entry from the Open Molecules 2025 dataset: C5H8N3 as an isolated structure (the ωB97M-V functional and the def2-TZVPD basis).

Geometry as XYZ:
```
16
Properties=species:S:1:pos:R:3:nbo_charge:R:1
C -0.346 0.676 2.671 -0.020
C 0.434 1.322 1.784 -0.235
C -0.145 -0.674 2.019 -0.428
C 0.873 -0.362 -2.195 -0.134
C 0.663 0.124 0.990 0.281
N 1.770 -0.454 -1.057 0.059
N 1.369 -0.193 0.021 0.043
N -0.425 0.046 -1.775 -0.859
H -0.937 0.978 3.516 0.251
H 0.771 2.331 1.648 0.253
H 0.449 -1.383 2.595 0.251
H -1.032 -1.166 1.622 0.243
H 1.380 0.333 -2.879 0.251
H 0.935 -1.358 -2.659 0.247
H -0.755 0.890 -2.222 0.401
H -1.131 -0.673 -1.860 0.396
```

Summary:
Net charge: +1
Gap between HOMO and LUMO in eV: 9.548

Which of them is least stable? Easy: #3.

#1
Entry from the Open Molecules 2025 dataset: an isolated ion of composition C4H7ClN3 and charge +1 (the ωB97M-V functional and the def2-TZVPD basis).

Geometry as XYZ:
```
15
Properties=species:S:1:pos:R:3:nbo_charge:R:1
H 0.177 -3.287 0.549 0.366
N -0.455 -2.539 0.290 -0.578
C -0.017 -1.391 0.121 0.425
C -0.847 -0.229 -0.323 -0.476
C -0.378 1.101 0.298 -0.480
C 1.074 1.240 0.025 0.194
N 1.807 0.182 0.010 -0.066
Cl 3.579 0.317 -0.023 0.277
N 1.346 -1.039 0.276 -0.451
H -1.896 -0.451 -0.147 0.285
H -0.714 -0.153 -1.411 0.247
H -0.940 1.917 -0.164 0.279
H -0.472 1.232 1.412 0.279
H 1.545 2.202 -0.125 0.262
H 2.017 -1.745 0.548 0.438
```

Summary:
Net charge: +1
Gap between HOMO and LUMO in eV: 8.855

#2
Entry from the Open Molecules 2025 dataset: an isolated ion of composition C4H7ClN3 and charge +1 (the ωB97M-V functional and the def2-TZVPD basis).

Geometry as XYZ:
```
15
Properties=species:S:1:pos:R:3:nbo_charge:R:1
C 0.542 0.085 1.548 -0.277
C 0.161 -1.114 1.685 0.319
C -0.335 0.797 -0.839 0.422
C 0.766 0.966 0.228 -0.416
N -0.787 1.916 -1.116 -0.630
N -0.553 -0.498 -1.355 -0.441
N -0.044 -1.608 -0.855 -0.368
Cl 1.701 -2.007 -1.394 0.016
H 0.914 0.531 2.459 0.336
H 0.067 -2.128 1.887 0.255
H 0.617 2.051 0.742 0.292
H 1.732 0.946 -0.064 0.260
H -1.586 2.179 -1.619 0.389
H -1.381 -0.604 -1.950 0.413
H -0.330 -2.506 -1.205 0.431
```

Summary:
Net charge: +1
Gap between HOMO and LUMO (alpha / beta) in eV: 7.054 / 7.053

Which of them is least stable? Easy: #2.

#1
Entry from the Open Molecules 2025 dataset: a 2-piece molecular cluster, C3H9NO2S overall (the ωB97M-V functional and the def2-TZVPD basis).

Geometry as XYZ:
```
16
Properties=species:S:1:pos:R:3:mulliken_spin:R:1
O -1.898 -0.328 0.475 0.249
C -0.723 -0.634 0.350 0.012
C 0.488 -0.286 1.184 0.046
C 1.302 0.791 0.547 0.030
S 3.100 0.101 0.128 0.369
N 0.221 -0.191 2.603 0.254
H -0.500 -1.339 -0.506 0.047
H 0.986 -1.163 1.084 -0.004
H 1.668 1.628 1.172 0.007
H 0.600 1.270 -0.285 -0.003
H 2.808 0.151 -1.197 -0.006
H 1.118 -0.292 3.104 0.005
H -0.040 0.741 3.009 -0.006
H -4.067 0.211 -4.686 0.000
H -5.286 1.028 -4.385 0.000
O -4.956 0.110 -4.234 0.000
```

Summary:
Net charge: +1
Gap between HOMO and LUMO (alpha / beta) in eV: 8.982 / 3.832
Multiplicity: 2

#2
Entry from the Open Molecules 2025 dataset: a 2-piece molecular cluster, C3H9NO2S overall (the ωB97M-V functional and the def2-TZVPD basis).

Geometry as XYZ:
```
16
Properties=species:S:1:pos:R:3:mulliken_spin:R:1
C 0.478 1.252 1.128 0.080
C 1.308 1.010 2.423 -0.051
S 0.729 1.860 3.838 0.866
C -0.113 -0.113 0.707 0.010
N 0.119 -0.459 -0.571 0.013
O -0.711 -0.770 1.517 0.043
H -0.391 1.857 1.330 -0.016
H 1.066 1.766 0.377 -0.005
H 1.421 -0.037 2.686 -0.003
H 2.334 1.343 2.205 0.071
H 0.613 3.107 3.335 -0.009
H 0.684 0.077 -1.207 -0.002
H -0.481 -1.157 -0.981 0.003
H -1.846 -3.641 -5.076 0.000
H -3.061 -3.094 -5.996 0.000
O -2.152 -3.000 -5.715 0.000
```

Summary:
Net charge: +1
Gap between HOMO and LUMO (alpha / beta) in eV: 9.424 / 4.185
Multiplicity: 2

Which of them is least stable? Easy: #1.